[1]
{
  "formula": "C40H77BrN10O6P3",
  "method": "the ωB97M-V functional and the def2-TZVPD basis",
  "elements": ["C", "C", "C", "C", "C", "C", "C", "C", "C", "C", "C", "C", "N", "C", "N", "C", "O", "C", "C", "C", "C", "C", "C", "P", "O", "O", "O", "N", "C", "C", "C", "C", "C", "C", "C", "C", "N", "Br", "H", "H", "H", "H", "H", "H", "H", "H", "H", "H", "H", "H", "H", "H", "H", "H", "H", "H", "H", "H", "H", "H", "H", "H", "H", "H", "H", "H", "H", "H", "H", "H", "H", "H", "H", "H", "H", "H", "H", "H", "H", "O", "P", "N", "C", "C", "N", "C", "C", "N", "C", "C", "H", "H", "H", "H", "H", "H", "H", "H", "H", "H", "H", "H", "H", "H", "H", "H", "H", "H", "O", "P", "N", "C", "C", "N", "C", "C", "N", "C", "C", "H", "H", "H", "H", "H", "H", "H", "H", "H", "H", "H", "H", "H", "H", "H", "H", "H", "H"],
  "xyz": [[0.274, 3.659, -8.031], [-0.757, 2.681, -8.626], [-0.144, 1.565, -9.494], [1.199, 1.032, -9.001], [1.119, 0.379, -7.596], [0.742, -1.116, -7.616], [-0.754, -1.426, -7.452], [-1.462, -0.672, -6.315], [-0.734, -0.766, -4.947], [-0.372, 0.626, -4.398], [-0.516, 0.722, -2.845], [0.778, 0.913, -2.149], [1.216, 2.070, -1.676], [2.392, 1.868, -1.091], [3.116, 2.849, -0.483], [4.391, 2.644, 0.208], [4.350, 1.755, 1.291], [3.430, 2.056, 2.291], [3.067, 3.340, 2.648], [2.147, 3.561, 3.660], [1.601, 2.498, 4.361], [2.006, 1.216, 4.018], [2.895, 0.985, 2.988], [2.443, 4.421, -0.572], [2.101, 4.816, -1.943], [1.146, 4.392, 0.331], [3.518, 5.423, 0.015], [2.748, 0.563, -1.198], [3.879, -0.273, -0.814], [3.587, -1.261, 0.302], [4.654, -2.008, 0.777], [4.477, -2.961, 1.760], [3.217, -3.212, 2.298], [2.972, -4.266, 3.343], [2.159, -2.442, 1.832], [2.331, -1.483, 0.843], [1.706, -0.015, -1.878], [1.541, -1.774, -2.384], [0.712, 3.267, -7.115], [-0.230, 4.603, -7.830], [1.072, 3.863, -8.745], [-1.227, 2.189, -7.769], [-1.513, 3.222, -9.190], [0.010, 1.968, -10.498], [-0.850, 0.735, -9.559], [1.581, 0.257, -9.668], [1.945, 1.822, -8.924], [2.092, 0.477, -7.108], [0.427, 0.984, -7.009], [1.298, -1.605, -6.815], [1.069, -1.520, -8.575], [-0.835, -2.489, -7.211], [-1.303, -1.220, -8.371], [-2.433, -1.150, -6.169], [-1.676, 0.361, -6.584], [-1.389, -1.296, -4.254], [0.178, -1.354, -5.037], [-1.012, 1.403, -4.810], [0.655, 0.894, -4.647], [-1.127, 1.569, -2.541], [-0.987, -0.171, -2.429], [5.093, 2.217, -0.507], [4.824, 3.588, 0.525], [3.489, 4.209, 2.159], [1.869, 4.577, 3.903], [0.889, 2.709, 5.147], [1.615, 0.373, 4.574], [3.202, -0.019, 2.738], [0.541, 5.012, -0.107], [3.863, 5.910, -0.749], [4.770, 0.285, -0.567], [4.132, -0.876, -1.691], [5.655, -1.875, 0.379], [5.320, -3.547, 2.104], [3.529, -4.093, 4.262], [1.907, -4.281, 3.563], [3.193, -5.255, 2.939], [1.170, -2.597, 2.239], [1.463, -0.927, 0.511], [-1.134, 4.223, 5.567], [-2.570, 4.514, 5.233], [-2.420, 6.188, 4.905], [-3.447, 7.184, 5.113], [-1.657, 6.474, 3.701], [-3.301, 4.211, 6.777], [-3.248, 5.243, 7.805], [-2.867, 2.930, 7.330], [-4.091, 4.346, 4.344], [-5.371, 4.365, 5.035], [-4.068, 3.223, 3.388], [-4.240, 7.154, 4.351], [-2.992, 8.176, 5.079], [-3.906, 7.103, 6.094], [-2.258, 6.323, 2.789], [-0.780, 5.826, 3.641], [-1.297, 7.504, 3.712], [-2.256, 5.700, 7.906], [-3.520, 4.813, 8.770], [-3.983, 6.026, 7.621], [-1.875, 2.988, 7.789], [-2.828, 2.163, 6.552], [-3.584, 2.595, 8.082], [-5.541, 3.489, 5.666], [-6.152, 4.396, 4.270], [-5.487, 5.260, 5.640], [-4.091, 2.248, 3.891], [-3.159, 3.266, 2.780], [-4.917, 3.281, 2.706], [0.103, -4.871, 1.767], [-0.808, -5.981, 1.341], [-0.894, -6.943, 2.734], [-1.118, -8.373, 2.752], [-1.571, -6.292, 3.850], [0.204, -6.729, 0.132], [1.207, -7.707, 0.532], [0.808, -5.732, -0.742], [-2.300, -6.518, 0.588], [-2.300, -7.534, -0.454], [-3.162, -5.392, 0.179], [-2.163, -8.648, 2.552], [-0.857, -8.759, 3.739], [-0.481, -8.900, 2.050], [-2.664, -6.317, 3.735], [-1.260, -5.250, 3.931], [-1.309, -6.781, 4.789], [1.791, -7.390, 1.406], [1.902, -7.880, -0.291], [0.759, -8.677, 0.738], [1.682, -5.251, -0.285], [0.087, -4.946, -0.988], [1.115, -6.199, -1.681], [-1.849, -7.199, -1.392], [-3.342, -7.800, -0.649], [-1.799, -8.442, -0.129], [-2.756, -4.853, -0.686], [-3.266, -4.680, 1.002], [-4.163, -5.745, -0.072]],
  "forces_ev_per_angstrom": [[-0.4461, 0.0853, -0.6406], [0.7066, -0.5358, 0.5974], [0.2575, 0.3712, -0.1955], [-0.0445, -0.4680, 0.9753], [0.0847, 0.1204, -0.4638], [-0.4128, 0.7191, 0.1014], [0.0930, 0.1945, 0.4490], [0.1100, -0.7297, 0.2484], [-0.1721, 0.6717, -0.5615], [-0.0245, -0.1981, 0.9375], [0.1995, -0.1908, 0.0754], [0.8403, 0.6285, 0.6064], [-0.4905, 0.5900, 0.1733], [0.3779, -0.9075, -0.0058], [-0.1470, 0.9225, 0.7161], [0.8608, -0.6379, 0.0237], [-0.4950, -0.0008, -0.3951], [-0.1746, -0.1064, 0.4612], [0.2476, 0.5001, -0.4010], [-0.0880, -0.0853, 0.1386], [0.1427, 0.2992, -0.1520], [-0.3556, -0.1473, 0.3869], [0.2855, -0.1616, -0.0977], [-1.2141, 0.5521, -2.0388], [0.3643, -0.1214, -0.0321], [0.6519, 0.0427, 0.4783], [0.1160, -0.5883, 0.6168], [0.2854, 0.3104, 0.1069], [0.1059, -1.2344, 0.0887], [-0.1494, 0.2473, 0.0445], [0.3454, -0.1263, 0.0061], [-0.1179, -0.2806, 0.1148], [-0.0848, 0.2262, 0.0784], [-0.3998, 0.0069, -0.3152], [-0.1934, 0.0285, 0.0193], [0.1057, -0.0393, -0.0653], [-0.9539, -0.5803, -0.6410], [0.4002, 0.0186, 0.1321], [0.0894, 0.0804, 0.0220], [0.1605, 0.0523, 0.2597], [0.0510, 0.0804, 0.0427], [-0.4280, 0.1844, -0.1077], [-0.0968, -0.0788, 0.0135], [-0.0952, -0.1386, -0.0887], [-0.0658, 0.0412, -0.1935], [0.0579, 0.2399, -0.2780], [-0.0458, 0.1028, -0.3462], [0.0392, 0.0251, -0.0519], [-0.0389, -0.2056, 0.2220], [0.0274, -0.2188, -0.1231], [0.1629, -0.2606, 0.1382], [-0.1322, -0.0805, -0.3240], [0.0467, -0.1923, -0.0931], [-0.1119, 0.1280, -0.2171], [0.1552, 0.0668, 0.0054], [0.0480, 0.0787, 0.1455], [-0.0388, -0.1131, -0.0389], [-0.0402, -0.0794, -0.1574], [-0.0387, 0.0286, -0.2415], [0.0279, 0.0684, -0.0881], [-0.0442, -0.0611, -0.1196], [0.0574, -0.0423, 0.0792], [-0.4469, 0.2862, -0.2028], [0.0812, -0.0480, -0.0398], [-0.0288, 0.0068, 0.0351], [-0.0648, -0.1751, 0.0115], [0.0002, -0.0582, -0.0448], [0.0335, -0.0041, 0.0090], [-0.2183, -0.1112, 0.1559], [0.0262, 0.1304, 0.0927], [-0.2539, 0.4372, -0.0477], [0.0078, 0.2551, -0.1894], [-0.0248, 0.1573, -0.0733], [0.0720, 0.0559, -0.0163], [0.1305, -0.0479, -0.0493], [-0.0190, -0.0198, 0.1800], [0.2411, -0.0148, 0.1192], [-0.0249, -0.1104, -0.0273], [0.0092, 0.1094, 0.0571], [-0.1935, -2.1494, -2.6882], [-1.4146, 4.0564, 4.1316], [0.3670, 0.2266, 0.5007], [-0.4741, -0.1166, -0.2479], [0.2094, -0.3174, -0.0959], [-0.2488, 0.3815, 0.0266], [0.0788, 0.2137, 0.0070], [0.0381, -0.1601, -0.1774], [1.5218, -2.2217, -1.6385], [-0.1148, 0.0235, 0.4480], [0.1847, 0.1507, -0.1491], [0.0016, -0.0103, 0.0070], [0.0908, -0.0415, -0.0757], [-0.0260, -0.1093, -0.0682], [-0.0038, 0.1185, -0.0061], [-0.0400, -0.0312, 0.0589], [-0.0972, 0.0370, 0.0498], [-0.0168, 0.0168, 0.0210], [0.0512, -0.1518, -0.0510], [0.0642, 0.0009, -0.0211], [0.0221, -0.0289, -0.0517], [0.0072, 0.0137, 0.0054], [-0.0394, 0.0713, -0.0048], [0.0092, 0.0157, 0.0202], [0.1342, 0.0085, -0.1258], [0.1155, -0.0473, 0.0799], [-0.1036, -0.0317, -0.0662], [-0.0022, -0.0083, 0.0415], [-0.0336, 0.0529, 0.0477], [-2.6297, 1.8317, -0.2832], [3.0919, -4.5964, -0.3281], [0.5369, 0.1268, 0.2014], [-0.4488, -0.2022, -0.2820], [-0.0222, 0.3930, -0.0284], [0.0134, -0.5443, 0.2839], [0.0539, -0.0758, 0.1644], [-0.1405, 0.2427, -0.0555], [-0.5808, 2.9231, 0.1502], [0.2427, -0.2909, -0.1486], [-0.0524, 0.0556, 0.3174], [0.0050, 0.0237, -0.0074], [-0.0270, 0.1208, 0.0565], [-0.1100, 0.0818, -0.0539], [0.0080, -0.0829, 0.0762], [0.0328, -0.0209, -0.0686], [0.0159, -0.1037, -0.0552], [0.0108, -0.0367, -0.0037], [-0.0257, 0.1492, -0.0562], [0.0450, 0.0500, 0.0320], [-0.0456, 0.0716, -0.0006], [0.0163, -0.0050, 0.0214], [-0.0201, -0.1036, 0.0429], [0.0270, -0.0032, 0.0098], [-0.0421, 0.1129, 0.1182], [0.1172, 0.0821, 0.0083], [-0.0969, -0.0288, -0.0634], [0.0273, -0.0096, -0.0282], [0.0257, -0.0731, 0.0023]],
  "charge": 1,
  "homo_lumo_gap_ev": 6.38,
  "multiplicity": 1,
  "e_homo_ev": -9.888
}

[2]
{
  "formula": "C3H15NO3",
  "method": "the ωB97M-V functional and the def2-TZVPD basis",
  "elements": ["C", "C", "N", "C", "H", "H", "H", "H", "H", "H", "H", "H", "H", "H", "H", "O", "H", "H", "O", "H", "H", "O"],
  "xyz": [[-1.175, -2.043, 0.854], [-1.161, -0.430, 0.919], [-0.609, 0.066, -0.387], [0.235, 1.254, -0.269], [-1.537, -2.676, 1.601], [-0.011, -2.303, 0.942], [-1.496, -2.381, -0.105], [-0.730, 0.160, 1.684], [-2.276, -0.310, 0.914], [-1.461, 0.322, -0.916], [1.351, 1.009, 0.081], [0.205, 1.763, -1.169], [-0.184, 1.886, 0.642], [0.616, -0.854, -1.469], [1.896, -1.667, -1.867], [0.950, -1.503, -2.156], [-2.815, -2.201, -2.731], [-1.589, -1.543, -3.403], [-2.176, -1.521, -2.632], [4.541, 4.484, 2.649], [3.484, 3.783, 3.499], [3.941, 4.706, 3.322]],
  "forces_ev_per_angstrom": [[5.6902, 1.7707, 0.2401], [-2.6463, -2.5557, -2.4303], [-1.0094, 0.1385, 0.2812], [0.6400, -0.6456, 4.9315], [-1.3640, -0.2181, 1.6073], [-2.2041, 0.1974, -0.6410], [-0.2640, 0.1304, -0.7501], [0.5751, -0.2726, 1.3257], [0.8108, 0.9979, 0.1721], [1.1168, -0.2970, -0.0373], [-2.2986, 0.2811, -1.0570], [0.2519, 1.2604, -1.6065], [0.9045, -0.4994, -1.9540], [-0.2668, -0.9568, -0.6578], [-1.6989, 0.2158, -0.6691], [1.8167, 0.4347, 1.1632], [-0.7484, -0.9312, -0.3538], [-0.1717, -0.1874, 0.4040], [0.8662, 1.1375, 0.0320], [1.4158, -0.2917, -1.5156], [1.3017, 2.9277, -0.4111], [-2.7177, -2.6368, 1.9263]],
  "charge": 0,
  "homo_lumo_gap_ev": 9.60,
  "multiplicity": 1,
  "smiles": "CCNC.O.O.O",
  "e_homo_ev": -9.032,
  "relative_energy_kcal_mol": 59.4
}

[3]
{
  "formula": "C2H6N3S",
  "method": "the ωB97M-V functional and the def2-TZVPD basis",
  "elements": ["C", "C", "N", "N", "N", "S", "H", "H", "H", "H", "H", "H"],
  "xyz": [[-0.536, -0.161, -0.161], [0.574, 0.332, -1.021], [-0.364, -0.126, 1.103], [-1.652, -0.633, -0.710], [0.861, 0.286, 1.524], [1.648, 1.213, 0.107], [1.286, -0.495, -1.451], [0.107, 0.772, -1.806], [-1.807, -0.485, -1.680], [-2.347, -0.793, -0.018], [0.741, 0.864, 2.349], [1.490, -0.775, 1.764]],
  "forces_ev_per_angstrom": [[0.7312, -0.4203, -0.0480], [3.1389, -3.3919, 1.2548], [-2.3617, -0.7265, 0.8954], [1.1637, 0.3845, 0.7741], [3.0384, -3.6266, -1.1096], [0.0416, 0.6258, 0.6489], [-1.8909, 1.0198, 0.6344], [-0.6749, 2.3515, -2.3782], [-0.5958, -0.0798, -0.4232], [-1.1471, -0.4147, -0.1455], [0.4149, 0.0735, 0.2819], [-1.8581, 4.2047, -0.3850]],
  "charge": 1,
  "homo_lumo_gap_ev": 9.92,
  "multiplicity": 1,
  "smiles": "NC1=N[NH2+]SC1",
  "e_homo_ev": -14.473,
  "relative_energy_kcal_mol": 55.7
}

[4]
{
  "formula": "C3H13N2O",
  "method": "the ωB97M-V functional and the def2-TZVPD basis",
  "elements": ["C", "C", "C", "N", "N", "H", "H", "H", "H", "H", "H", "H", "H", "H", "H", "H", "H", "H", "O"],
  "xyz": [[1.437, -1.293, -0.661], [0.264, -1.523, -1.654], [-1.049, -0.853, -1.255], [-0.896, 0.504, -0.762], [1.782, 0.161, -0.641], [1.053, -1.615, 0.301], [2.235, -1.946, -0.974], [0.116, -2.592, -1.809], [0.665, -1.196, -2.609], [-1.581, -1.478, -0.544], [-1.714, -0.839, -2.125], [-1.263, 0.743, 0.147], [0.754, 0.578, -0.700], [-1.240, 1.264, -1.349], [2.185, 0.669, 0.150], [2.287, 0.299, -1.504], [-2.109, 2.507, 4.675], [-0.720, 2.833, 4.524], [-1.371, 2.274, 4.114]],
  "forces_ev_per_angstrom": [[-1.6365, -1.2626, 0.5173], [1.0098, 0.5209, 0.0930], [-0.8475, -0.4428, -0.8645], [0.8742, 1.5967, 0.2431], [-1.4275, 0.1481, -0.5014], [0.4508, 0.2007, 0.4380], [0.6727, 0.2508, 0.2207], [0.0024, -0.0198, 0.3403], [-0.3910, 0.3812, -0.4723], [0.1246, 0.0386, 0.3797], [0.1460, -0.0797, 0.0247], [-0.1876, -0.6200, 0.3013], [0.2739, 0.0427, -0.2668], [0.0416, -0.6268, -0.2822], [0.5281, -0.9270, -0.0080], [0.3466, 0.8148, -0.1118], [-0.8055, -0.2708, 0.0064], [0.9477, 0.2659, -0.0308], [-0.1229, -0.0109, -0.0268]],
  "charge": 1,
  "homo_lumo_gap_ev": 11.03,
  "multiplicity": 1,
  "e_homo_ev": -14.054,
  "relative_energy_kcal_mol": 19.8
}

[5]
{
  "formula": "C5H2IO3",
  "method": "the ωB97M-V functional and the def2-TZVPD basis",
  "elements": ["C", "C", "C", "C", "C", "O", "O", "O", "I", "H", "H"],
  "xyz": [[-1.178, -0.246, -0.119], [0.361, -1.774, 0.109], [-0.011, 0.414, 0.027], [0.989, -0.635, -0.004], [-0.276, 2.168, 0.024], [-1.491, 2.098, 0.234], [0.617, 2.919, -0.083], [-0.832, -1.573, -0.119], [3.096, -0.730, 0.037], [-2.228, 0.079, -0.199], [0.954, -2.719, 0.094]],
  "forces_ev_per_angstrom": [[0.9123, -0.3498, 0.1202], [5.7293, -2.7931, -0.7047], [1.3563, 2.3206, -1.1296], [2.2605, 3.4600, 1.2259], [-2.5286, -5.5989, 1.0886], [-0.5967, 2.8250, -0.1209], [2.3947, 2.5762, -0.5147], [-8.5805, -2.4864, -0.2075], [-0.3428, 0.5441, 0.0848], [1.0280, -0.7092, 0.0591], [-1.6325, 0.2116, 0.0988]],
  "charge": -1,
  "homo_lumo_gap_ev": 7.07,
  "multiplicity": 1,
  "smiles": "O=C([O-])c1cocc1I",
  "e_homo_ev": -4.288,
  "relative_energy_kcal_mol": 14.9
}

[6]
{
  "formula": "C11H15N",
  "method": "the ωB97M-V functional and the def2-TZVPD basis",
  "elements": ["C", "C", "H", "H", "H", "H", "H", "H", "C", "C", "C", "C", "C", "C", "C", "C", "C", "N", "H", "H", "H", "H", "H", "H", "H", "H", "H"],
  "xyz": [[1.057, -2.947, -1.718], [2.606, -2.646, -1.870], [0.666, -3.956, -1.434], [0.821, -2.264, -0.939], [0.471, -2.587, -2.597], [2.715, -1.685, -2.368], [2.947, -3.415, -2.548], [3.180, -2.588, -0.823], [0.129, 3.729, 1.407], [-1.678, 0.664, 0.172], [-0.575, 1.198, 0.904], [-0.656, 2.641, 0.847], [-1.871, 2.908, 0.131], [-0.806, -1.583, 0.682], [-1.735, -0.772, 0.103], [0.331, -1.019, 1.246], [0.453, 0.352, 1.345], [-2.433, 1.683, -0.373], [-0.794, -2.720, 0.684], [-2.470, -1.349, -0.342], [1.063, -1.693, 1.373], [1.293, 0.747, 1.880], [-3.398, 1.444, -0.598], [-2.343, 3.732, -0.163], [-0.027, 4.766, 0.907], [1.211, 3.487, 1.560], [-0.158, 3.871, 2.530]],
  "forces_ev_per_angstrom": [[0.4370, 0.7894, -0.1967], [-0.7159, -0.8542, 1.3794], [0.9499, 0.6304, -0.2716], [-0.9199, 0.2864, 0.6249], [0.6149, -0.4214, 0.4214], [0.0356, 0.0558, 0.1136], [1.0402, -0.1266, 0.1059], [-1.2638, -0.4588, -2.4315], [1.0624, 2.0164, 2.7629], [1.5159, -1.7000, 0.6292], [-0.0179, 0.4239, -0.8349], [-4.3257, 0.0028, -2.4153], [2.9846, -5.2214, 1.2252], [0.8416, -0.7819, 0.3452], [-0.3808, 1.1771, 0.3385], [-2.1293, 2.3379, -0.8360], [-0.2381, -0.5625, 0.6170], [0.8660, -0.2715, 1.4653], [-0.6782, 1.6927, -0.4002], [-1.9826, -0.2597, -1.2022], [2.9782, -1.8141, 1.3541], [0.5015, 0.3850, -0.0732], [0.4093, 0.8715, -0.0068], [-1.4531, 3.5352, -0.8626], [0.4003, -1.9983, 0.7067], [-0.6857, 0.2999, -0.7958], [0.1534, -0.0338, -1.7623]],
  "charge": 0,
  "homo_lumo_gap_ev": 8.76,
  "multiplicity": 1,
  "smiles": "Cc1c[nH]c2ccccc12.CC",
  "e_homo_ev": -7.806,
  "relative_energy_kcal_mol": 50.2
}

| no. | energy (eV) |
| --- | --- |
| 1 | -167818.3096 |
| 2 | -10985.0370 |
| 3 | -17467.7209 |
| 4 | -8343.1253 |
| 5 | -19459.4375 |
| 6 | -13138.6142 |